1.
Density functional theory data (the ωB97M-V functional and the def2-TZVPD basis) for a structure of composition C37H32Cl3FNO2PRhS3Si.

Properties
maximum force: 0.969 eV Å⁻¹
frontier orbital gap: 0.2642 Ha
HOMO level: -0.18308 Eh
lowest unoccupied orbital energy: 2.21 eV
charge: -1

Geometry (Å):
Rh -1.060 0.264 -0.792
C -2.224 -1.790 2.286
Si -1.731 0.011 2.116
C -3.092 1.092 1.407
C -1.538 0.661 3.878
N -0.319 0.157 1.061
C 0.976 -0.154 1.448
C 1.203 -0.588 2.774
C 2.445 -0.857 3.317
C 3.589 -0.740 2.543
C 3.420 -0.367 1.222
C 2.170 -0.095 0.697
F 2.193 0.243 -0.609
H -3.305 -1.900 2.404
H -1.744 -2.234 3.163
H -1.933 -2.350 1.398
H -3.794 1.324 2.213
H -3.672 0.628 0.610
H -2.714 2.050 1.037
H -2.559 0.781 4.255
H -1.055 1.633 3.917
H -1.023 -0.013 4.562
H 0.347 -0.722 3.413
H 2.506 -1.174 4.351
H 4.572 -0.952 2.940
H 4.260 -0.279 0.544
Cl -7.831 -0.619 -3.172
C -6.248 -0.778 -2.457
C -5.288 0.185 -2.693
C -4.045 0.037 -2.107
Cl -2.830 1.249 -2.426
C -3.686 -1.032 -1.261
O -2.533 -1.178 -0.690
C -4.713 -1.992 -1.085
Cl -4.372 -3.385 -0.113
C -5.962 -1.873 -1.658
H -5.497 1.040 -3.320
H -6.708 -2.634 -1.480
S -2.173 4.429 -0.663
P -0.312 3.836 -0.507
S 0.303 2.102 -1.414
C 0.830 5.067 -1.240
C 1.912 4.738 -2.047
C 2.748 5.736 -2.535
C 2.514 7.063 -2.214
C 1.434 7.396 -1.404
C 0.596 6.404 -0.925
C 0.273 3.862 1.223
C 1.538 3.367 1.529
C 2.036 3.473 2.817
C 1.281 4.096 3.803
C 0.022 4.594 3.501
C -0.488 4.468 2.215
H 2.105 3.703 -2.295
H 3.585 5.469 -3.168
H 3.168 7.838 -2.593
H 1.243 8.431 -1.151
H -0.261 6.661 -0.312
H 2.125 2.881 0.759
H 3.009 3.059 3.050
H 1.669 4.179 4.811
H -0.574 5.068 4.271
H -1.472 4.846 1.964
C 1.319 -8.033 -3.100
C 2.761 -8.410 -2.878
O 3.188 -9.513 -3.110
S 3.912 -7.214 -2.214
C 2.951 -5.743 -1.971
C 2.905 -4.766 -2.961
C 2.150 -3.621 -2.777
C 1.424 -3.426 -1.597
C 1.495 -4.406 -0.599
C 2.254 -5.547 -0.782
C 0.642 -2.250 -1.396
C -0.007 -1.244 -1.239
H 0.978 -8.542 -4.000
H 1.153 -6.963 -3.177
H 0.741 -8.414 -2.256
H 3.460 -4.912 -3.879
H 2.111 -2.861 -3.546
H 0.947 -4.251 0.321
H 2.305 -6.299 -0.005

Results of the Löwdin charge analysis, in e, for atoms 1 through 5: Rh 0.724; C -0.177; Si 0.421; C -0.163; C -0.171

---

2.
Density functional theory data (the ωB97M-V functional and the def2-TZVPD basis) for a structure of composition C37H32DyNP2S in a non-equilibrium geometry.

Properties
maximum force: 2.315 eV Å⁻¹
frontier orbital gap (alpha / beta): 0.1834 / 0.2777 Ha
HOMO level (alpha / beta): -0.50708 / -0.50879 Eh
lowest unoccupied orbital energy (alpha / beta): -8.81 / -6.29 eV
spin multiplicity: 6
charge: +2

Geometry (Å):
C 0.012 0.544 -4.255
C 0.985 -0.069 -3.451
C 1.595 -1.253 -3.884
C 1.260 -1.801 -5.117
C 0.314 -1.169 -5.931
C -0.329 -0.009 -5.486
P 1.258 0.580 -1.763
C 2.959 -0.033 -1.407
C 3.168 -1.069 -0.471
C 4.470 -1.529 -0.274
C 5.538 -1.011 -1.007
C 5.326 0.019 -1.934
C 4.029 0.516 -2.126
Dy 0.396 -0.896 0.301
P -1.764 -0.888 -1.307
C -1.432 -2.381 -2.305
C -2.034 -2.560 -3.559
C -1.713 -3.686 -4.322
C -0.779 -4.613 -3.854
C -0.165 -4.414 -2.617
C -0.490 -3.311 -1.826
C -2.628 -1.553 0.188
C -2.889 -0.661 1.251
C -3.571 -1.132 2.371
C -4.012 -2.455 2.432
C -3.763 -3.328 1.368
C -3.101 -2.873 0.229
C -2.890 0.228 -2.111
C -2.558 1.596 -2.176
C -3.454 2.485 -2.756
C -4.685 2.040 -3.244
C -5.030 0.691 -3.127
C -4.140 -0.222 -2.552
C 1.423 2.359 -1.995
C 1.773 2.914 -3.232
C 1.867 4.306 -3.370
C 1.618 5.134 -2.272
C 1.290 4.571 -1.031
C 1.212 3.189 -0.878
H -2.553 0.382 1.181
H -3.791 -0.443 3.185
H -4.594 -2.794 3.292
H -4.127 -4.355 1.413
H -2.932 -3.533 -0.628
H -2.752 -1.823 -3.933
H -2.195 -3.842 -5.285
H -0.541 -5.505 -4.437
H 0.553 -5.136 -2.232
H -0.045 -3.225 -0.805
H -1.594 1.941 -1.787
H -3.176 3.532 -2.832
H -5.372 2.757 -3.703
H -5.990 0.343 -3.495
H -4.414 -1.279 -2.458
H 1.974 2.286 -4.104
H 2.149 4.741 -4.329
H 1.705 6.221 -2.361
H 1.119 5.212 -0.168
H 0.996 2.729 0.093
H 2.368 -1.642 0.100
H 4.629 -2.323 0.455
H 6.544 -1.415 -0.854
H 6.166 0.431 -2.499
H 3.853 1.333 -2.833
H 2.369 -1.710 -3.262
H 1.765 -2.705 -5.462
H 0.080 -1.574 -6.917
H -1.051 0.495 -6.132
H -0.438 1.485 -3.926
H -1.386 -1.376 -8.445
H -1.671 -0.681 -8.389
S 0.665 0.855 4.828
C 0.421 0.535 3.308
N 0.281 0.277 2.128

Results of the Löwdin charge analysis, in e, for atoms 1 through 5: C -0.108; C -0.368; C -0.080; C -0.055; C -0.065

---

3.
Density functional theory data (the ωB97M-V functional and the def2-TZVPD basis) for a structure of composition C37H32N9O3PZr in a non-equilibrium geometry.

Properties
maximum force: 1.053 eV Å⁻¹
frontier orbital gap: 0.2680 Ha
HOMO level: -0.45044 Eh
lowest unoccupied orbital energy: -4.97 eV
charge: +2

Geometry (Å):
Zr 0.433 -0.291 -0.215
C -0.910 3.473 3.913
N -0.069 2.829 2.901
C 1.053 3.388 2.352
C 1.574 2.457 1.511
N 0.794 1.323 1.547
C -0.198 1.586 2.393
P -1.555 0.456 2.833
C -2.349 0.130 1.217
N -1.909 -0.729 0.292
C -2.930 -0.847 -0.623
C -3.976 -0.070 -0.241
N -3.595 0.546 0.924
C -4.400 1.517 1.664
C -0.575 -1.051 2.868
N 0.206 -1.463 1.882
C 0.703 -2.680 2.265
C 0.215 -2.994 3.498
N -0.587 -1.951 3.875
C -1.356 -1.878 5.120
H -0.886 4.546 3.744
H -0.538 3.252 4.911
H -1.934 3.126 3.818
H 1.377 4.383 2.606
H 2.436 2.543 0.871
H -2.865 -1.502 -1.473
H -4.946 0.091 -0.680
H -4.311 2.496 1.198
H -4.054 1.566 2.693
H -5.438 1.197 1.663
H 1.366 -3.257 1.644
H 0.373 -3.851 4.129
H -0.941 -2.602 5.815
H -2.402 -2.112 4.937
H -1.268 -0.885 5.553
C -1.904 0.135 -4.400
C -1.038 0.455 -3.340
N -0.498 -0.443 -2.547
C -0.802 -1.752 -2.784
C -1.733 -2.168 -3.747
C -2.271 -1.168 -4.586
C -2.108 -3.534 -3.810
C -1.573 -4.414 -2.918
C -0.599 -3.995 -1.978
C -0.169 -2.697 -1.941
N 0.822 -2.160 -1.083
C 2.027 -2.854 -0.867
C 2.413 -4.038 -1.440
C 3.664 -4.628 -1.136
C 4.528 -4.042 -0.266
C 4.179 -2.793 0.308
C 5.032 -2.097 1.188
C 4.650 -0.884 1.684
C 3.420 -0.350 1.286
N 2.591 -0.957 0.459
C 2.949 -2.199 -0.014
H -2.286 0.927 -5.028
H -0.804 1.496 -3.160
H -2.973 -1.444 -5.364
H -2.831 -3.856 -4.549
H -1.874 -5.453 -2.930
H -0.187 -4.721 -1.290
H 1.769 -4.533 -2.150
H 3.923 -5.565 -1.611
H 5.479 -4.495 -0.020
H 5.986 -2.534 1.458
H 5.276 -0.321 2.362
H 3.114 0.611 1.667
O -1.504 4.150 -0.493
C -0.493 4.420 -1.364
C -0.358 5.683 -1.929
C 0.685 5.958 -2.794
C 1.624 4.980 -3.112
C 1.495 3.728 -2.549
C 0.437 3.424 -1.680
C 0.367 2.056 -1.169
O 1.409 1.296 -1.244
O -0.665 1.536 -0.651
H -2.046 4.943 -0.412
H -1.078 6.456 -1.684
H 0.769 6.948 -3.223
H 2.438 5.199 -3.787
H 2.208 2.948 -2.777

Results of the Löwdin charge analysis, in e, for atoms 1 through 5: Zr 1.897; C 0.004; N -0.098; C -0.008; C -0.110

---

Q: The highest maximum force belongs to which entry?
A: C37H32DyNP2S